# 1
Below is a structure of composition C27H38Cl2P2Ti, with properties calculated with ωB97M-V/def2-TZVPD.

## Properties
Energy ... -3504.1522 Ha
Frontier orbital gap (alpha / beta) ... 7.129 / 7.190 eV
2S+1 ... 1

```
70
Properties=species:S:1:pos:R:3:mulliken_charge:R:1
Ti 0.17744 -0.35437 0.50424 -0.674
Cl 0.18068 -2.65081 0.32212 -0.525
Cl 1.22358 1.14984 -0.80747 -0.537
H -0.36359 0.70613 1.59771 0.062
H -1.42778 -0.70415 -0.13449 -0.057
P 3.13146 -1.36537 -0.24088 0.523
C 3.26041 -2.28537 -1.90753 0.538
C 4.85339 -0.52847 -0.23015 0.771
C 3.37600 -2.80853 0.93344 0.661
C 2.48302 -1.50814 -2.97709 -1.099
H 2.71823 -3.20772 -1.65058 0.443
C 4.64304 -2.70453 -2.42120 -1.568
H 5.22626 -1.87140 -2.83453 0.248
H 4.46466 -3.40834 -3.25267 0.464
H 5.27714 -3.22808 -1.69315 0.291
H 1.47434 -1.24624 -2.63319 0.066
H 2.38494 -2.12026 -3.88637 0.451
H 3.00860 -0.58482 -3.25483 0.216
H 2.59835 -3.48778 0.55616 0.375
C 3.00813 -2.38793 2.36809 -1.325
C 4.69628 -3.59511 0.88375 -1.556
H 4.68386 -4.42120 0.14400 0.266
H 4.83559 -4.05699 1.88265 0.469
H 5.59535 -2.98519 0.67418 0.236
H 1.94609 -2.10962 2.43117 0.126
H 3.61134 -1.53564 2.71209 0.194
H 3.17293 -3.22101 3.06785 0.513
C 4.87860 0.59082 -1.25401 -1.528
H 5.58462 -1.30810 -0.48878 0.321
C 5.14060 0.00702 1.16334 -1.683
H 4.77250 0.25884 -2.29091 0.224
H 5.82132 1.14054 -1.16040 0.448
H 4.08018 1.30694 -1.05038 0.253
H 4.31214 0.63976 1.49791 0.294
H 6.02754 0.65159 1.12971 0.479
H 5.30946 -0.77074 1.91735 0.255
C -5.62661 -0.40325 3.22107 -0.534
C -4.81575 -1.39976 2.65695 -0.562
C -3.68822 -1.06386 1.90862 -0.609
C -3.39163 0.28919 1.67212 0.555
C -4.15949 1.29638 2.29714 -0.054
C -5.29719 0.94266 3.03989 -0.544
P -2.20645 0.72615 0.32638 1.584
C -3.43199 0.64515 -1.05921 -0.131
C -2.99967 0.25082 -2.33297 -0.214
C -3.83895 0.43031 -3.44186 -0.501
C -5.12954 0.97460 -3.28788 -0.545
C -5.62689 1.20492 -1.99679 -0.637
C -4.77684 1.05454 -0.88384 -0.022
C -2.03615 2.56417 0.36344 0.596
C -2.57274 3.44679 -0.60908 -0.320
C -2.77425 4.79946 -0.29210 -0.569
C -2.38503 5.29973 0.96118 -0.466
C -1.65334 4.47567 1.82386 -0.487
C -1.44099 3.14641 1.48945 -0.555
H -6.50184 -0.69763 3.79720 0.379
H -5.04710 -2.45667 2.79187 0.377
H -3.02812 -1.81201 1.46347 0.406
H -3.90433 2.35996 2.20636 0.234
H -5.94154 1.70691 3.47510 0.408
H -2.00375 -0.18979 -2.44925 0.351
H -3.45718 0.16085 -4.42979 0.381
H -5.75023 1.16662 -4.18007 0.363
H -6.67136 1.51685 -1.86866 0.397
H -5.18159 1.27106 0.10735 0.271
H -2.87961 3.10017 -1.59746 0.412
H -3.25816 5.48742 -0.99609 0.380
H -2.60695 6.33085 1.27523 0.368
H -1.25894 4.83293 2.77992 0.380
H -0.82428 2.54685 2.15128 0.276
```

***

# 2
Below is the ion C27H38ClF10N2O2S with charge +1, with properties calculated with ωB97M-V/def2-TZVPD.

## Properties
Energy ... -3168.3129 Ha
Frontier orbital gap ... 6.354 eV
2S+1 ... 1
Net charge ... +1

```
81
Properties=species:S:1:pos:R:3:mulliken_charge:R:1
C 1.65539 -6.31811 0.82368 -1.160
C 1.48379 -5.18516 -0.26046 0.250
O 0.38264 -5.41706 -1.13617 -0.368
C 0.50049 -4.72121 -2.38615 -0.532
C -0.66994 -3.70096 -2.66370 -0.344
O -0.30710 -2.31286 -2.42983 -0.416
C 0.06991 -2.20576 -1.07060 -0.786
C -0.14073 -0.79958 -0.47035 0.415
N -0.29058 -0.69504 0.83722 0.057
C -0.45252 0.65046 1.46706 0.902
C 0.25361 0.67669 2.90308 -1.200
C 0.00393 -0.62338 3.74310 -0.645
C 0.49088 -0.35915 5.23580 -0.560
Cl 1.11330 -1.92712 5.95188 -0.190
C -1.95641 0.92267 1.85101 -1.167
C -2.97255 0.83855 0.64841 -0.981
C -4.44782 0.53624 1.08341 0.561
F -5.28209 1.30875 0.30713 -0.319
F -4.66289 0.96050 2.39311 -0.333
C -4.78252 -0.99731 1.03870 0.679
F -6.03456 -1.16089 1.56358 -0.303
F -3.85338 -1.62922 1.85797 -0.263
C -4.64823 -1.66910 -0.38006 0.517
F -3.36038 -2.17069 -0.55486 -0.185
F -4.87046 -0.82359 -1.42812 -0.291
C -5.61137 -2.91632 -0.58769 0.489
F -5.27860 -3.44661 -1.80931 -0.236
F -5.34780 -3.81962 0.38278 -0.216
F -6.90930 -2.57791 -0.67836 -0.213
C 0.23056 1.60587 0.39445 0.063
C -0.27940 3.10092 0.39360 -1.088
C 0.52434 4.00372 1.39689 -0.143
F -0.20245 5.21397 1.49952 -0.353
C 1.80967 1.50765 0.34862 -0.428
C 2.49647 2.35935 -0.78950 -0.875
C 2.99189 1.53821 -2.03775 -0.360
C 3.95179 2.43779 -2.94176 -1.033
N 3.54411 3.84114 -2.96701 0.321
C 4.38903 4.79460 -2.38713 -0.291
C 3.72968 6.05649 -2.52262 -0.547
C 2.43115 5.83748 -3.22871 -0.629
C 2.40061 4.41535 -3.49471 -0.296
S -0.22856 0.81241 -1.24105 -0.279
H 2.71865 -6.25573 1.18557 0.338
H 1.47906 -7.31110 0.34616 0.324
H 1.01953 -6.15284 1.72927 0.274
H 2.46941 -5.13230 -0.80576 0.254
H 1.38686 -4.21240 0.31184 -0.039
H 1.50974 -4.25419 -2.51854 0.349
H 0.41539 -5.50548 -3.19106 0.376
H -1.60222 -3.98458 -2.10283 0.163
H -0.88574 -3.76192 -3.76340 0.453
H 1.18019 -2.41476 -1.00850 0.467
H -0.41571 -2.98545 -0.41719 0.523
H -0.27999 -1.61200 1.28864 0.528
H -0.17386 1.56396 3.44550 0.488
H 1.35658 0.82707 2.84095 0.494
H 0.58646 -1.51580 3.40070 0.437
H -1.06484 -0.93259 3.82760 0.233
H -0.36632 -0.06786 5.89461 0.370
H 1.26803 0.43638 5.28590 0.329
H -2.33891 0.27061 2.66817 0.562
H -1.99260 1.97670 2.23752 0.459
H -2.67326 0.14477 -0.17226 0.315
H -3.00472 1.86107 0.18104 0.392
H -1.37047 3.20188 0.59440 0.307
H -0.12186 3.50950 -0.64318 0.606
H 1.54215 4.24821 0.99318 0.245
H 0.64764 3.55296 2.41208 0.174
H 2.17220 0.44580 0.25540 0.580
H 2.23964 1.87418 1.32328 0.522
H 1.89136 3.21549 -1.16840 0.099
H 3.41913 2.81492 -0.33053 0.377
H 3.44407 0.54545 -1.78913 0.317
H 2.11455 1.30887 -2.70546 0.260
H 3.80327 2.04569 -3.98822 0.379
H 5.03207 2.28208 -2.71202 0.334
H 5.35996 4.51915 -1.93269 0.328
H 4.10726 7.02487 -2.14649 0.393
H 1.68690 6.61436 -3.47629 0.391
H 1.57682 3.87280 -4.00495 0.375
```

***

# 3
Below is a structure of composition C27H38N3O3STeTi, with properties calculated with ωB97M-V/def2-TZVPD.

## Properties
Energy ... -2957.1061 Ha
Frontier orbital gap (alpha / beta) ... 5.504 / 5.567 eV
2S+1 ... 1
Net charge ... +1

```
74
Properties=species:S:1:pos:R:3:mulliken_charge:R:1
Ti -1.21652 0.12274 1.33626 -0.826
C -2.87391 -2.83107 4.02575 -0.926
C -2.06797 -3.91487 3.61464 -0.597
C -1.34769 -3.80922 2.45547 -1.253
C -1.40996 -2.62611 1.69150 0.954
N -2.15173 -1.54374 2.13343 1.079
C -2.87411 -1.69280 3.27052 -0.332
C -0.77147 -2.44781 0.42441 0.470
C -0.18668 -3.48082 -0.33315 -1.105
C 0.22687 -3.24327 -1.61569 -0.984
C 0.03864 -1.95732 -2.17015 -0.890
C -0.46577 -0.96529 -1.38256 -0.997
N -0.82452 -1.15817 -0.08302 1.237
H -3.45800 -2.89193 4.93251 0.449
H -2.02374 -4.81514 4.21201 0.441
H -0.72043 -4.62651 2.12791 0.396
H -3.47153 -0.83616 3.56211 0.426
H -0.10069 -4.47177 0.09025 0.406
H 0.65746 -4.03573 -2.21187 0.466
H 0.31023 -1.75214 -3.19600 0.602
H -0.58786 0.04514 -1.75082 0.750
N -2.61406 3.29358 3.32588 -0.388
C -1.90389 2.47354 2.55098 0.769
O -1.95297 1.23826 2.75337 -0.615
C -1.07672 3.03443 1.43011 -1.020
C -0.19270 1.91286 0.84377 -0.126
H -3.13621 2.91027 4.09718 0.248
H -2.56558 4.29191 3.22202 0.217
H -0.52273 3.90112 1.80659 0.495
H -1.76523 3.40577 0.66611 0.294
H 0.79650 1.96714 1.31269 0.193
H -0.03564 2.12119 -0.21988 0.252
C 2.26994 2.42290 -3.44244 -1.115
Te 2.67528 1.11299 -1.77287 0.093
C 3.62554 -0.08991 -3.29189 -1.136
C 3.93683 0.84428 -4.42846 0.590
C 4.86777 0.50666 -5.40505 -0.678
C 5.14543 1.38137 -6.44330 -0.554
C 4.49013 2.60200 -6.51260 -0.521
C 3.55658 2.94248 -5.54654 -0.742
C 3.27844 2.06906 -4.50022 0.632
H 2.35538 3.46304 -3.13526 0.533
H 1.25366 2.25427 -3.80112 0.402
H 2.94205 -0.87971 -3.60720 0.401
H 4.52711 -0.55650 -2.90033 0.540
H 5.38612 -0.44306 -5.34343 0.422
H 5.87735 1.11050 -7.19279 0.393
H 4.71013 3.29899 -7.31070 0.393
H 3.04521 3.89640 -5.59761 0.417
C 3.02166 -0.24431 1.97885 -1.427
C 1.72602 -0.97316 1.65927 0.266
O 0.60666 -0.52242 2.45437 0.351
C 0.70631 -0.99808 3.81293 -0.299
C -0.07667 -0.12541 4.77029 -1.111
H 3.76302 -0.51921 1.22803 0.431
H 3.42766 -0.50533 2.95517 0.441
H 2.87062 0.83460 1.93528 0.229
H 1.84351 -2.05288 1.79212 0.431
H 1.46484 -0.77473 0.62308 -0.455
H 1.75683 -0.98425 4.09909 0.444
H 0.35673 -2.03464 3.84976 0.200
H 0.26605 0.90790 4.70188 0.315
H 0.09035 -0.47714 5.78805 0.498
H -1.14026 -0.16734 4.55738 0.028
C -3.86020 0.25144 -2.11884 -1.054
S -3.84502 -0.17562 -0.35753 0.622
C -5.36264 0.69274 0.10547 -1.161
O -2.78098 0.74447 0.20939 -0.126
H -3.53946 1.28848 -2.20180 0.299
H -4.85528 0.11430 -2.53760 0.502
H -3.15605 -0.40614 -2.62496 0.261
H -5.25810 1.74102 -0.16795 0.339
H -5.45886 0.59209 1.18497 0.324
H -6.22107 0.23982 -0.38723 0.497
```

***

# 4
Below is a structure of composition C27H38N7ORuS3Sb, with properties calculated with ωB97M-V/def2-TZVPD.

## Properties
Energy ... -3039.7030 Ha
Frontier orbital gap (alpha / beta) ... 7.934 / 6.815 eV
2S+1 ... 2
Net charge ... +1

```
78
Properties=species:S:1:pos:R:3:mulliken_charge:R:1
Ru 0.42598 1.04198 -0.27427 -0.255
C -0.07051 -1.84340 3.00093 -1.872
C 0.18570 -0.59308 2.21331 0.600
N -0.00698 -0.54787 0.93454 1.103
N -0.65275 -1.63873 0.33879 -0.735
C -1.40697 -1.27516 -0.64090 0.422
S -1.59665 0.36279 -1.21714 -0.449
S -2.33406 -2.43161 -1.56374 -0.076
C -2.38938 -3.88253 -0.46127 -1.028
C -3.54552 -3.82922 0.49606 0.408
C -4.82899 -4.15338 0.06475 -0.441
C -5.90314 -4.08510 0.93653 -0.602
C -5.70718 -3.68864 2.25327 -0.414
C -4.43234 -3.36591 2.69107 -0.628
C -3.35742 -3.43664 1.81546 0.075
C 0.59644 0.61982 2.93200 0.261
C 1.10657 0.49976 4.23934 -0.633
C 1.33950 1.59032 5.04226 -1.033
C 1.01578 2.86484 4.56868 -0.510
C 0.51475 3.02076 3.29940 -0.493
C 0.32076 1.92197 2.44275 0.672
O -0.08336 2.20043 1.21397 -0.360
H -0.34702 -2.65696 2.34279 0.374
H -0.85761 -1.67530 3.73674 0.363
H 0.83123 -2.12684 3.54504 0.453
H -1.43268 -3.94728 0.05080 0.342
H -2.47792 -4.73303 -1.13809 0.567
H -4.98751 -4.46352 -0.96199 0.388
H -6.89482 -4.34512 0.59036 0.382
H -6.54546 -3.63760 2.93527 0.388
H -4.27232 -3.06343 3.71801 0.399
H -2.36279 -3.18564 2.15874 0.236
H 1.32397 -0.48362 4.63206 0.321
H 1.74652 1.45746 6.03474 0.418
H 1.16879 3.73311 5.19636 0.422
H 0.28127 4.00108 2.90485 0.447
C -3.55445 5.69616 -1.83740 -1.290
C -2.19529 5.21699 -2.17840 0.972
N -1.41818 5.70893 -3.08672 -0.786
N -0.29784 4.93299 -3.02725 0.253
C -0.36369 3.95808 -2.11599 0.087
S 0.92517 2.91509 -1.75697 -0.237
N -1.58904 4.13481 -1.56201 0.388
N -2.10944 3.32037 -0.57551 -0.735
H -3.76343 6.58935 -2.41919 0.362
H -3.62842 5.93379 -0.77589 0.320
H -4.30681 4.94218 -2.07405 0.317
H 0.48628 5.12425 -3.62732 0.174
H -1.88837 3.65535 0.35351 0.200
H -3.09563 3.16001 -0.71897 0.254
C 1.27466 -3.25185 -3.21352 -1.521
C 2.04592 -1.95334 -3.48994 2.155
C 3.55174 -2.15730 -3.27637 -1.608
C 1.75735 -1.43469 -4.90478 -1.677
C 1.57830 -0.94621 -2.52545 -0.642
N 1.21822 -0.17497 -1.76066 0.297
H 1.61069 -4.01282 -3.91818 0.465
H 0.20154 -3.10652 -3.33579 0.317
H 1.46031 -3.60945 -2.20019 0.342
H 3.90528 -2.90934 -3.98163 0.437
H 3.76270 -2.50833 -2.26590 0.323
H 4.10681 -1.23574 -3.45378 0.372
H 2.09282 -2.18087 -5.62511 0.416
H 2.28806 -0.50280 -5.09968 0.398
H 0.69056 -1.26738 -5.05051 0.399
C 3.75209 2.27211 2.02161 -1.165
Sb 2.96643 1.02976 0.49906 1.020
C 4.38625 1.36287 -1.04484 -1.151
C 3.49854 -0.91588 1.17581 -1.331
H 4.83087 2.13325 2.07286 0.472
H 3.29420 2.00831 2.97277 0.270
H 3.52441 3.31104 1.78901 0.387
H 5.36158 0.98150 -0.74711 0.459
H 4.45733 2.43320 -1.23210 0.372
H 4.06053 0.87098 -1.95940 0.197
H 4.48958 -1.18369 0.81297 0.507
H 2.76615 -1.63237 0.80668 0.320
H 3.50235 -0.93251 2.26490 0.379
```

***

Max |F| (eV/Å)
2.20 3.38 1.92 0.30